This record from the OMol25 dataset describes a structure of composition C27H52GdP2Si in a non-equilibrium geometry. The level of theory is wB97M-V/def2-TZVPD.

Its LUMO energy (spin up / spin down) is -2.35 / -5.44 eV. Its net charge is +1. As for the gap between HOMO and LUMO (spin up / spin down): 6.5 / 3.4 eV. Its multiplicity is 8.

Last column: Löwdin spin population.
Geometry (Å):
Gd  -1.177  -2.172  0.735  5.74
C  -1.515  -0.203  3.544  0.08
C  -2.426  0.088  2.491  0.12
C  -2.515  -2.173  2.900  0.04
C  -1.598  -1.585  3.824  0.30
C  -3.052  -1.123  2.087  0.28
C  -0.674  0.765  4.273  0.01
H  -0.395  1.609  3.627  0.00
H  0.260  0.294  4.613  0.00
H  -1.191  1.168  5.163  0.00
C  -0.883  -2.306  4.892  0.05
H  -0.618  -1.634  5.724  0.00
H  0.058  -2.749  4.527  0.02
H  -1.497  -3.122  5.304  0.01
C  -2.857  -3.606  2.809  0.01
H  -2.954  -4.019  3.826  0.00
H  -2.081  -4.226  2.299  0.01
H  -3.815  -3.763  2.290  0.00
C  -4.050  -1.303  1.000  0.06
H  -5.036  -1.575  1.420  0.02
H  -3.774  -2.117  0.279  0.03
H  -4.183  -0.368  0.430  0.00
C  -2.825  1.421  2.005  0.02
H  -3.918  1.572  2.059  0.01
H  -2.538  1.575  0.955  0.01
H  -2.367  2.217  2.606  0.00
C  2.137  1.572  0.810  0.00
C  1.200  2.206  1.521  0.00
C  0.148  3.147  1.056  0.00
C  -0.039  3.427  -0.464  0.00
C  -0.644  2.371  -1.286  0.00
C  -0.071  1.281  -1.841  0.01
C  1.156  0.566  -1.354  0.01
C  2.213  1.472  -0.679  0.00
H  0.367  4.122  1.512  0.00
H  0.884  3.814  -0.910  0.00
H  -0.826  2.849  1.472  0.00
H  2.144  2.498  -1.099  0.00
H  2.882  0.984  1.357  0.00
H  1.228  2.116  2.615  0.00
H  3.212  1.072  -0.923  0.00
H  0.881  -0.243  -0.636  0.02
H  -0.809  0.588  -2.319  0.00
H  1.623  0.015  -2.191  0.00
H  -0.735  4.289  -0.535  0.00
H  -1.718  2.523  -1.507  0.00
P  1.914  3.014  -3.022  0.00
C  3.707  3.309  -3.135  0.00
C  1.274  4.696  -3.350  0.00
P  -0.155  1.224  -4.482  0.00
C  1.555  1.970  -4.471  0.00
C  -1.055  2.727  -5.063  0.00
C  -0.018  0.379  -6.103  0.00
H  4.243  2.359  -3.260  0.00
H  4.054  3.812  -2.220  0.00
H  3.892  3.964  -3.995  0.00
H  1.909  5.145  -4.125  0.00
H  1.372  5.297  -2.435  0.00
H  0.229  4.701  -3.677  0.00
H  0.405  1.053  -6.862  0.00
H  -1.025  0.067  -6.407  0.00
H  0.627  -0.503  -5.995  0.00
H  2.280  1.137  -4.473  0.00
H  1.719  2.574  -5.384  0.00
H  -2.001  2.375  -5.495  0.00
H  -0.482  3.243  -5.847  0.00
H  -1.275  3.423  -4.247  0.00
C  2.846  -4.604  0.925  0.00
Si  1.131  -4.126  1.501  0.01
C  -0.156  -4.708  0.216  0.05
C  0.893  -5.115  3.081  0.00
C  0.894  -2.283  1.687  0.03
H  2.924  -5.693  0.795  0.00
H  3.595  -4.298  1.670  0.00
H  3.088  -4.121  -0.031  0.00
H  0.050  -5.787  0.165  0.00
H  -1.244  -4.650  0.481  0.02
H  0.008  -4.301  -0.798  0.01
H  1.596  -4.784  3.859  0.00
H  -0.124  -5.046  3.488  0.00
H  1.104  -6.177  2.877  0.00
H  1.617  -1.662  1.108  0.00
H  0.997  -1.946  2.745  0.00

Atoms 1-6, force components in eV/Å:
0.56 0.86 -1.04
-1.33 1.46 -1.90
1.74 0.57 1.90
-0.75 0.94 -0.43
-0.42 -0.99 -0.55
-0.44 -2.11 1.50



This record from the OMol25 dataset describes a cluster of 11 separate species, C45H72ClF4NO16S3 in total in a non-equilibrium geometry. The level of theory is wB97M-V/def2-TZVPD.

Its LUMO energy is -0.32 eV. As for the gap between HOMO and LUMO: 8.3 eV.

Last column: Löwdin charge in e.
Geometry (Å):
C  -4.679  0.888  -0.101  -0.02
C  -5.050  -0.615  0.097  -0.23
C  -4.645  -1.433  -1.162  -0.19
O  -4.502  -2.789  -0.919  -0.20
C  -4.286  -3.597  -2.029  -0.08
N  -4.308  -1.086  1.354  0.24
H  -3.329  -0.847  1.289  0.10
H  -4.620  -0.504  2.118  0.14
H  -4.408  -2.065  1.578  0.13
H  -4.934  1.163  -1.125  0.09
H  -3.637  1.116  0.124  0.07
H  -5.305  1.468  0.576  0.08
H  -6.097  -0.807  0.333  0.15
H  -3.641  -1.163  -1.490  0.12
H  -5.332  -1.212  -1.979  0.14
H  -5.179  -3.686  -2.647  0.10
H  -3.880  -4.510  -1.593  0.09
H  -3.455  -3.282  -2.660  0.08
Cl  0.136  -0.099  -0.337  0.58
O  0.131  0.773  -1.487  -0.37
O  -1.179  -0.428  -0.029  -0.34
O  0.943  -1.241  -0.611  -0.36
O  0.868  0.651  0.675  -0.37
C  2.453  -1.126  -5.281  -0.16
C  2.296  -0.100  -4.133  -0.15
C  1.527  1.058  -4.830  -0.19
O  1.691  0.919  -6.240  -0.12
C  2.450  -0.265  -6.554  -0.18
H  1.623  -1.832  -5.262  0.07
H  3.296  -1.789  -5.086  0.11
H  3.286  0.322  -3.957  0.10
H  1.876  -0.360  -3.161  0.09
H  1.802  2.018  -4.394  0.10
H  0.486  0.825  -4.605  0.10
H  3.469  -0.075  -6.892  0.11
H  1.984  -0.712  -7.432  0.11
C  -1.097  -3.499  2.122  -0.13
C  -1.813  -2.858  3.346  -0.14
C  -3.035  -3.757  3.479  -0.20
O  -3.397  -4.023  2.131  -0.15
C  -2.281  -4.138  1.317  -0.20
H  -0.438  -4.327  2.387  0.11
H  -0.505  -2.761  1.581  0.08
H  -2.221  -1.864  3.163  0.09
H  -1.153  -2.891  4.212  0.11
H  -3.808  -3.307  4.102  0.12
H  -2.790  -4.672  4.018  0.12
H  -2.465  -3.622  0.375  0.10
H  -2.068  -5.191  1.130  0.12
O  1.930  -0.940  5.316  -0.31
S  2.815  -1.196  4.185  0.67
O  3.407  -0.115  3.442  -0.29
O  4.015  -2.270  4.610  -0.26
C  4.901  -2.639  3.560  -0.32
C  6.261  -2.650  4.227  -0.05
C  1.798  -2.241  3.016  -0.09
H  4.928  -1.932  2.731  0.11
H  4.617  -3.588  3.104  0.11
H  6.147  -2.732  5.308  0.09
H  6.623  -1.674  3.904  0.08
H  6.874  -3.446  3.806  0.08
H  1.349  -3.031  3.617  0.06
H  2.423  -2.798  2.318  0.07
H  1.081  -1.573  2.539  0.05
O  -2.878  1.014  2.681  -0.32
S  -2.244  1.991  3.562  0.73
O  -2.415  3.469  3.505  -0.29
O  -2.621  1.489  5.110  -0.29
C  -2.242  2.279  6.231  -0.32
C  -1.990  1.398  7.413  -0.05
C  -0.450  1.611  3.663  -0.08
H  -3.004  3.052  6.335  0.12
H  -1.389  2.906  5.971  0.11
H  -1.263  0.694  7.009  0.08
H  -2.873  0.792  7.618  0.08
H  -1.615  2.015  8.229  0.09
H  -0.005  2.076  2.783  0.05
H  -0.374  0.526  3.603  0.06
H  0.022  1.797  4.627  0.07
O  0.085  7.000  -0.610  -0.29
S  -0.495  5.884  0.083  0.67
O  -0.494  5.817  1.551  -0.30
O  -2.053  5.786  -0.473  -0.25
C  -2.880  4.810  0.095  -0.33
C  -4.054  5.323  0.901  -0.06
C  0.184  4.345  -0.720  -0.08
H  -2.375  4.107  0.757  0.09
H  -3.098  4.156  -0.750  0.12
H  -3.946  5.365  1.985  0.07
H  -4.833  4.563  0.829  0.06
H  -4.492  6.237  0.501  0.08
H  -0.098  4.437  -1.769  0.07
H  -0.205  3.441  -0.252  0.06
H  1.270  4.432  -0.684  0.04
F  -1.654  -6.065  -1.650  0.05
C  -0.523  -5.700  -2.263  -0.24
C  0.185  -6.679  -3.039  -0.03
C  1.322  -6.338  -3.675  -0.12
C  1.894  -5.066  -3.570  -0.08
C  1.236  -4.116  -2.781  -0.08
C  0.036  -4.405  -2.108  0.00
H  -0.189  -7.684  -3.165  0.11
H  1.737  -7.130  -4.280  0.11
H  2.848  -4.913  -4.053  0.10
H  1.732  -3.200  -2.496  0.10
H  -0.492  -3.635  -1.564  0.10
F  2.404  6.325  4.613  0.03
C  2.559  5.438  3.572  -0.23
C  2.295  4.059  3.770  -0.02
C  2.454  3.211  2.762  -0.12
C  2.949  3.632  1.546  -0.07
C  3.159  4.990  1.324  -0.08
C  2.914  5.895  2.338  -0.03
H  1.909  3.742  4.728  0.11
H  2.233  2.158  2.855  0.08
H  3.177  2.881  0.804  0.09
H  3.610  5.400  0.433  0.11
H  3.201  6.930  2.222  0.12
F  3.402  4.458  -3.672  0.06
C  4.105  3.608  -2.885  -0.25
C  5.499  3.653  -2.944  -0.03
C  6.316  2.733  -2.310  -0.08
C  5.703  1.843  -1.436  -0.10
C  4.323  1.653  -1.413  -0.08
C  3.533  2.537  -2.181  -0.03
H  5.992  4.381  -3.571  0.11
H  7.390  2.750  -2.424  0.10
H  6.312  1.173  -0.847  0.10
H  3.886  0.851  -0.837  0.11
H  2.465  2.380  -2.147  0.10
F  -4.219  0.000  -4.442  0.05
C  -3.233  -0.867  -4.701  -0.32
C  -2.042  -0.823  -3.968  0.00
C  -1.030  -1.721  -4.349  -0.07
C  -1.238  -2.663  -5.362  -0.08
C  -2.428  -2.656  -6.086  -0.07
C  -3.409  -1.706  -5.761  -0.03
H  -1.946  -0.098  -3.173  0.10
H  -0.050  -1.564  -3.923  0.08
H  -0.443  -3.306  -5.709  0.10
H  -2.628  -3.303  -6.928  0.10
H  -4.382  -1.691  -6.230  0.12

Atoms 1-6, force components in eV/Å:
-1.14 -0.83 0.31
1.07 -0.25 -0.57
1.19 0.48 0.22
-1.06 -0.11 1.69
0.92 -0.60 -0.19
-0.35 0.80 -0.90



This record from the OMol25 dataset describes a cluster of 4 separate species, C4H16N2O2 in total in a non-equilibrium geometry. The level of theory is wB97M-V/def2-TZVPD.

Its LUMO energy is -4.65 eV. As for the gap between HOMO and LUMO: 4.3 eV.

Last column: natural (NBO) charge in e.
Geometry (Å):
C  -1.304  -0.258  1.502  -0.45
N  -1.103  -1.241  0.457  -0.26
C  -1.464  -0.727  -0.838  -0.27
C  -0.305  -0.168  -1.711  -0.35
C  0.335  1.079  -1.122  -0.65
N  3.286  0.451  0.947  -1.09
H  -0.728  0.650  1.341  0.28
H  -1.103  -0.695  2.478  0.22
H  -2.358  0.051  1.402  0.28
H  -0.033  -1.537  0.504  0.43
H  -1.970  -1.512  -1.406  0.22
H  -2.166  0.122  -0.625  0.30
H  -0.684  0.024  -2.715  0.22
H  -0.412  1.851  -0.907  0.25
H  0.835  0.818  -0.200  0.22
H  1.129  1.453  -1.780  0.23
H  2.745  -0.411  0.705  0.40
H  4.273  0.277  0.770  0.35
H  0.433  -0.983  -1.769  0.23
H  1.696  -2.470  0.803  0.46
O  1.503  -1.588  0.453  -0.92
H  3.191  0.669  1.932  0.35
H  -3.284  2.361  -0.166  0.44
O  -2.514  1.785  -0.056  -0.89

Atoms 1-6, force components in eV/Å:
-0.46 -1.62 -0.27
-0.20 2.81 -0.54
-1.02 -0.79 1.12
0.82 0.52 -0.02
-0.08 -0.06 0.05
0.11 -0.39 -0.40



This record from the OMol25 dataset describes a structure of composition C29H33Cl3N2O2TeTi in a non-equilibrium geometry. The level of theory is wB97M-V/def2-TZVPD.

Its LUMO energy (spin up / spin down) is 2.18 / 1.83 eV. Its net charge is -1. As for the gap between HOMO and LUMO (spin up / spin down): 6.8 / 7.1 eV. Its multiplicity is 2.

Last column: Löwdin spin population.
Geometry (Å):
Ti  -1.538  -0.492  2.924  0.00
C  -1.249  1.834  3.366  0.00
C  -1.305  1.662  1.965  0.00
C  -2.591  1.194  1.628  0.00
C  -3.329  1.059  2.825  0.00
C  -2.502  1.465  3.898  0.00
H  -0.395  2.173  3.932  0.00
H  -0.501  1.841  1.265  0.00
H  -2.917  0.943  0.633  0.00
H  -4.334  0.679  2.912  0.00
H  -2.766  1.462  4.944  0.00
Cl  -1.235  1.295  7.879  0.04
C  -0.553  -0.220  7.394  0.35
Cl  -1.774  -1.845  8.788  0.38
Cl  1.101  -0.477  7.819  0.04
C  -0.928  -0.645  6.123  0.07
N  -1.241  -0.986  5.062  0.11
C  -2.068  -3.750  1.233  0.00
C  -2.129  -2.329  1.711  0.00
O  -2.718  -2.120  2.885  0.00
N  -1.566  -1.318  1.138  0.00
Te  0.606  -1.349  -0.746  0.00
C  2.107  -0.982  -2.215  0.00
C  1.805  -0.853  -3.576  0.00
C  0.415  -1.035  -4.125  0.00
C  2.826  -0.535  -4.473  0.00
C  4.138  -0.363  -4.065  0.00
C  5.227  -0.022  -5.047  0.00
C  4.426  -0.529  -2.715  0.00
C  3.438  -0.832  -1.787  0.00
C  3.830  -0.972  -0.339  0.00
C  -0.662  0.213  -1.427  0.00
C  -0.192  1.534  -1.425  0.00
C  1.205  1.898  -0.994  0.00
C  -1.040  2.562  -1.830  0.00
C  -2.342  2.319  -2.239  0.00
C  -3.260  3.445  -2.632  0.00
C  -2.782  1.004  -2.252  0.00
C  -1.971  -0.057  -1.854  0.00
C  -2.576  -1.433  -1.906  0.00
H  -2.916  -4.322  1.608  0.00
H  -1.147  -4.183  1.629  0.00
H  -2.024  -3.785  0.146  0.00
H  -0.129  -1.805  -3.575  0.00
H  0.458  -1.319  -5.177  0.00
H  -0.168  -0.114  -4.045  0.00
H  2.581  -0.430  -5.526  0.00
H  4.830  0.075  -6.057  0.00
H  6.000  -0.793  -5.061  0.00
H  5.712  0.921  -4.784  0.00
H  5.450  -0.416  -2.372  0.00
H  4.915  -0.939  -0.234  0.00
H  3.477  -1.909  0.096  0.00
H  3.399  -0.170  0.265  0.00
H  1.474  1.386  -0.066  0.00
H  1.289  2.974  -0.841  0.00
H  1.944  1.601  -1.741  0.00
H  -0.669  3.582  -1.814  0.00
H  -2.700  4.357  -2.839  0.00
H  -3.970  3.664  -1.831  0.00
H  -3.839  3.191  -3.522  0.00
H  -3.794  0.786  -2.581  0.00
H  -3.226  -1.527  -2.778  0.00
H  -3.171  -1.609  -1.008  0.00
H  -1.819  -2.213  -1.942  0.00
C  1.815  -0.035  3.300  0.00
C  0.600  -0.882  3.020  0.00
O  0.679  -2.088  2.905  0.00
H  1.724  0.359  4.317  0.00
H  1.834  0.820  2.619  0.00
H  2.735  -0.616  3.212  0.00

Atoms 1-6, force components in eV/Å:
-0.06 -0.70 -0.75
0.03 0.02 0.03
0.08 0.16 -0.06
0.09 0.11 0.06
0.08 -0.05 0.01
0.08 0.02 0.02